A.
Density functional theory data (ωB97M-V/def2-TZVPD) for C44H28AsF6N10O2Ta as an isolated structure.

Calculated values
total charge = +1
gap between HOMO and LUMO (alpha / beta) = 4.639 / 5.340 eV
E_HOMO (alpha / beta) = -9.37 / -10.59 eV
2S+1 = 2
LUMO energy (alpha / beta) = -4.74 / -5.25 eV

Positions of all 92 atoms, in Å:
Ta -0.165 -0.012 -0.396
C 1.034 4.771 -4.512
C 2.322 4.251 -4.514
C 2.780 3.433 -3.487
C 1.886 3.108 -2.483
C 1.941 2.213 -1.337
N 3.008 1.689 -0.793
C 2.965 0.887 0.245
C 4.085 0.709 1.149
C 5.330 1.309 1.225
C 6.156 0.933 2.277
C 5.741 0.010 3.232
C 4.480 -0.573 3.176
C 3.657 -0.214 2.121
C 2.280 -0.530 1.787
N 1.541 -1.310 2.537
C 0.236 -1.255 2.595
N -0.520 -0.255 2.058
C -1.747 -0.280 2.658
N -2.608 0.706 2.652
C -2.445 1.781 1.908
N -1.620 1.872 0.842
C -1.757 3.104 0.293
N -1.171 3.575 -0.783
C -0.085 3.086 -1.316
N 0.713 2.139 -0.743
C 0.583 3.646 -2.478
C 0.150 4.495 -3.477
C -2.685 3.897 1.082
C -3.063 5.225 1.011
C -3.875 5.715 2.026
C -4.304 4.893 3.060
C -3.947 3.549 3.119
C -3.125 3.056 2.123
C -1.848 -1.461 3.506
C -2.877 -1.990 4.264
C -2.636 -3.184 4.933
C -1.384 -3.788 4.907
C -0.332 -3.234 4.186
C -0.584 -2.082 3.463
N 1.902 0.137 0.660
H 0.709 5.393 -5.332
H 2.977 4.472 -5.342
H 3.780 3.030 -3.491
H 5.627 2.052 0.504
H 7.141 1.369 2.358
H 6.406 -0.240 4.047
H 4.148 -1.271 3.928
H -0.850 4.900 -3.456
H -2.719 5.852 0.204
H -4.160 6.756 2.025
H -4.919 5.314 3.839
H -4.281 2.920 3.926
H -3.832 -1.493 4.314
H -3.439 -3.657 5.477
H -1.225 -4.702 5.458
H 0.648 -3.682 4.189
C -2.990 2.177 -2.819
C -2.371 0.865 -2.443
O -1.627 0.821 -1.384
C -2.607 -0.258 -3.205
C -2.142 -1.533 -2.831
C -2.522 -2.735 -3.624
N -1.358 -1.669 -1.778
N -0.964 -2.911 -1.496
C -0.142 -2.981 -0.492
O 0.146 -1.889 0.164
C 0.358 -4.305 -0.140
C 0.068 -5.372 -0.997
C 0.444 -6.654 -0.660
C 1.122 -6.890 0.528
C 1.438 -5.831 1.365
C 1.072 -4.540 1.034
H -3.522 2.597 -1.968
H -2.207 2.882 -3.089
H -3.670 2.055 -3.654
H -3.194 -0.176 -4.106
H -3.209 -2.470 -4.420
H -1.616 -3.171 -4.045
H -2.961 -3.484 -2.967
H -0.452 -5.167 -1.918
H 0.201 -7.473 -1.318
H 1.407 -7.896 0.790
H 1.970 -6.015 2.284
H 1.322 -3.708 1.674
F 0.428 0.392 -2.913
As 1.761 -0.796 -3.487
F 2.877 0.514 -3.395
F 1.904 -1.055 -1.672
F 3.047 -1.892 -3.794
F 0.609 -2.082 -3.531
F 1.354 -0.383 -5.117

***

B.
Density functional theory data (ωB97M-V/def2-TZVPD) for C44H28AsF6N10O2Ta as an isolated structure.

Calculated values
total charge = +1
gap between HOMO and LUMO (alpha / beta) = 5.041 / 5.288 eV
E_HOMO (alpha / beta) = -9.78 / -10.86 eV
2S+1 = 2
LUMO energy (alpha / beta) = -4.74 / -5.57 eV

Positions of all 92 atoms, in Å:
Ta 0.185 -0.081 -0.788
C 4.660 0.962 -5.649
C 3.767 1.957 -6.047
C 2.497 2.054 -5.489
C 2.176 1.129 -4.515
C 0.969 0.934 -3.724
N -0.115 1.660 -3.937
C -1.215 1.414 -3.284
C -2.474 2.076 -3.626
C -2.777 3.051 -4.553
C -4.108 3.456 -4.620
C -5.082 2.890 -3.798
C -4.765 1.898 -2.874
C -3.441 1.517 -2.807
C -2.751 0.534 -1.974
N -3.404 -0.217 -1.127
C -2.807 -1.186 -0.459
N -1.495 -1.556 -0.490
C -1.387 -2.681 0.315
N -0.345 -3.444 0.460
C 0.749 -3.238 -0.258
N 1.038 -2.154 -1.043
C 2.236 -2.429 -1.660
N 2.892 -1.695 -2.546
C 2.378 -0.623 -3.082
N 1.129 -0.079 -2.835
C 3.066 0.144 -4.112
C 4.322 0.028 -4.676
C 2.742 -3.716 -1.228
C 3.890 -4.419 -1.558
C 4.069 -5.650 -0.945
C 3.127 -6.162 -0.047
C 1.972 -5.460 0.268
C 1.806 -4.224 -0.337
C -2.670 -2.974 0.943
C -3.062 -3.942 1.848
C -4.394 -3.921 2.248
C -5.293 -2.978 1.747
C -4.894 -2.019 0.824
C -3.566 -2.042 0.442
N -1.409 0.527 -2.250
H 5.639 0.921 -6.109
H 4.073 2.667 -6.803
H 1.796 2.821 -5.787
H -2.015 3.484 -5.185
H -4.396 4.226 -5.322
H -6.105 3.232 -3.882
H -5.513 1.451 -2.234
H 5.010 -0.747 -4.367
H 4.609 -4.020 -2.260
H 4.954 -6.232 -1.166
H 3.304 -7.128 0.407
H 1.235 -5.854 0.954
H -2.363 -4.673 2.230
H -4.745 -4.652 2.965
H -6.320 -2.996 2.088
H -5.579 -1.280 0.431
C 4.478 0.039 -0.052
C 3.081 -0.334 0.303
O 2.168 0.178 -0.451
C 2.762 -1.125 1.390
C 1.471 -1.137 1.932
C 1.278 -1.676 3.314
N 0.435 -0.608 1.288
N -0.676 -0.400 2.106
C -1.460 0.444 1.533
O -1.148 0.923 0.339
C -2.730 0.868 2.142
C -3.216 0.213 3.272
C -4.434 0.584 3.812
C -5.169 1.611 3.230
C -4.682 2.269 2.110
C -3.464 1.898 1.561
H 4.694 -0.287 -1.071
H 4.553 1.128 -0.036
H 5.199 -0.393 0.636
H 3.562 -1.549 1.977
H 2.171 -2.203 3.639
H 1.069 -0.860 4.006
H 0.414 -2.339 3.341
H -2.635 -0.588 3.712
H -4.813 0.076 4.689
H -6.120 1.903 3.657
H -5.248 3.077 1.667
H -3.071 2.408 0.692
F 2.878 2.650 -1.653
As 1.648 3.529 -0.828
F 1.023 4.020 -2.346
F 0.546 1.908 -1.171
F 0.237 4.113 -0.063
F 2.095 2.738 0.631
F 2.594 4.905 -0.565

***

Energy comparison, zero being the most stable, in hartree: A 0.1536; B 0.0000.

***

A.
Density functional theory data (ωB97M-V/def2-TZVPD) for a 2-piece molecular cluster, C3H12N2 overall.

Calculated values
total charge = 0
gap between HOMO and LUMO = 10.715 eV
E_HOMO = -9.66 eV
LUMO energy = 1.06 eV

Positions of all 17 atoms, in Å:
N -0.458 0.432 2.695
C -0.243 -0.514 3.779
N -0.840 -0.200 5.077
H -0.863 1.317 3.055
H 0.531 0.773 2.635
H 0.846 -0.507 3.990
H -0.562 -1.542 3.463
H -0.401 -0.724 5.840
H -1.688 -0.507 5.081
C 0.251 -0.240 -3.854
C 0.727 0.626 -5.009
H 0.939 -1.141 -3.915
H 0.126 0.131 -2.698
H -0.727 -0.657 -4.149
H 1.086 0.256 -5.947
H 1.432 1.293 -4.711
H -0.157 1.202 -5.334

***

B.
Density functional theory data (ωB97M-V/def2-TZVPD) for a 2-piece molecular cluster, C3H12N2 overall.

Calculated values
total charge = 0
gap between HOMO and LUMO = 9.918 eV
E_HOMO = -8.93 eV
LUMO energy = 0.99 eV

Positions of all 17 atoms, in Å:
N 2.662 -0.834 -1.308
C 1.261 -0.314 -1.530
N 0.276 -0.906 -2.274
H 2.438 -1.795 -1.124
H 2.953 -0.540 -0.368
H 1.532 0.597 -2.130
H 0.919 -0.121 -0.519
H 0.296 -1.901 -2.335
H 0.137 -0.478 -3.206
C -1.878 0.089 1.961
C -1.334 1.468 1.722
H -2.186 0.054 2.974
H -2.609 -0.309 1.246
H -1.008 -0.643 1.812
H -2.105 2.278 1.599
H -0.669 1.568 0.872
H -0.684 1.786 2.609

***

Energy comparison, zero being the most stable, in hartree: A 0.0213; B 0.0000.